[1]
# C17H21Br2N2O2PPdS2

C17H21Br2N2O2PPdS2 as an isolated structure (ωB97M-V with the def2-TZVPD basis set, the OMol25 dataset).

Last column: Mulliken charge in e.
Geometry (Å):
Pd -0.318 0.613 -0.496  -0.47
Br -0.533 3.004 -1.696  -0.05
Br -3.124 2.840 0.167  -0.05
S 0.342 -1.630 0.182  -0.24
S 2.172 0.755 -0.824  -0.41
P 1.802 -1.166 -1.114  1.31
O 3.166 -1.926 -1.100  -0.26
O 1.278 -1.536 -2.569  -0.43
N -0.802 0.767 1.621  1.13
N -1.775 0.138 2.046  -0.52
C -1.860 3.991 -0.649  -0.60
C -4.493 -1.536 0.221  -0.71
C 0.942 2.370 2.147  -0.04
C 0.612 1.924 4.870  -0.64
C 1.561 2.837 4.418  -0.48
C -2.039 -0.344 -0.298  1.19
C 1.725 3.064 3.061  -0.96
C -0.173 1.229 3.967  -0.25
C 0.485 -0.709 -3.433  0.43
C 1.339 0.145 -4.335  -1.28
C -4.015 -1.421 -1.076  -0.64
C -2.521 -0.438 1.005  0.22
C -2.780 -0.829 -1.350  -0.79
C 0.010 1.462 2.611  0.09
C 3.339 -4.119 -0.050  -1.06
C 3.293 -3.363 -1.353  -0.22
C -3.739 -1.041 1.277  -0.46
H 2.177 3.369 5.131  0.40
H 3.543 -5.171 -0.249  0.38
H 1.060 2.535 1.085  0.33
H -0.130 -1.402 -4.005  0.33
H 4.129 -3.730 0.591  0.29
H -5.450 -2.002 0.410  0.41
H 2.471 -3.682 -1.994  0.28
H -2.425 -0.770 -2.371  0.36
H 2.002 -0.484 -4.928  0.37
H -4.083 -1.098 2.302  0.51
H -4.603 -1.804 -1.900  0.43
H 0.695 0.704 -5.016  0.40
H -0.202 -0.099 -2.828  -0.26
H -2.363 4.655 -1.340  0.43
H 4.219 -3.460 -1.912  0.34
H 2.459 3.774 2.709  0.41
H -1.306 4.524 0.112  0.37
H -0.911 0.515 4.302  0.45
H 0.484 1.754 5.930  0.39
H 1.947 0.846 -3.765  0.27
H 2.391 -4.054 0.486  0.27

Atoms 1-2, force components in eV/Å:
Pd 0.805 -1.254 0.935
Br -0.153 -0.129 0.116

As for the LUMO energy (spin up / spin down): -4.336 / -5.367 eV. The calculation puts the gap between HOMO and LUMO (spin up / spin down) at 7.28 / 6.24 eV. For the calculated total energy, the calculation gives -7333.822608 Eh. The HOMO energy (spin up / spin down) comes out at -11.620 / -11.605 eV. The charge is +1. As for the spin multiplicity: 2.

[2]
# C17H21Cl2NO4PtS2

C17H21Cl2NO4PtS2 as an isolated structure (ωB97M-V with the def2-TZVPD basis set, the OMol25 dataset).

Last column: Mulliken charge in e.
Geometry (Å):
Pt 0.006 0.207 -0.545  1.75
Cl -0.481 1.526 1.388  -0.40
Cl -3.602 1.220 3.066  -0.96
S -0.222 -0.710 4.833  0.91
S -1.313 -1.473 0.742  -0.43
O -0.289 0.812 5.028  -0.57
O -1.280 -1.398 5.709  -0.63
O 1.801 0.614 0.020  -0.78
O 0.992 -1.499 -1.026  -0.99
N -1.125 -0.769 3.333  -0.16
C 2.331 -1.920 4.668  -0.62
C 3.004 -2.928 2.563  -0.73
C -1.561 1.781 -1.493  0.73
C 1.125 -1.558 4.068  0.23
C 1.649 1.052 -3.294  -1.84
C 3.281 -2.607 3.902  -0.46
C -0.194 2.109 -1.795  0.72
C -3.210 -0.085 -2.153  -1.61
C -0.700 -1.057 -3.743  -2.00
C -0.501 -1.344 2.364  -0.32
C 0.841 -1.855 2.747  0.96
C 1.781 -2.557 1.981  -0.20
C -0.738 0.120 -2.844  1.07
C 0.318 1.072 -2.637  0.53
C 0.513 3.355 -1.408  -1.75
C -1.883 0.572 -2.150  0.09
C -2.526 2.621 -0.746  -1.59
H -1.199 -0.808 -4.681  0.32
H 4.225 -2.897 4.343  0.37
H -2.028 3.376 -0.150  0.31
H -3.141 2.026 -0.078  0.34
H 1.589 3.215 -1.401  0.36
H 2.385 1.598 -2.714  0.37
H 2.530 -1.676 5.703  0.41
H 0.315 -1.362 -3.967  0.37
H -3.186 3.124 -1.456  0.33
H -3.130 -1.150 -2.345  0.37
H 3.738 -3.467 1.977  0.38
H 0.225 3.680 -0.413  0.35
H -3.834 0.353 -2.935  0.33
H 1.598 -2.830 0.966  0.20
H -1.211 -1.910 -3.307  0.37
H 2.432 -0.028 -0.343  0.25
H -3.722 0.041 -1.205  0.40
H 2.013 0.037 -3.425  0.44
H 0.278 4.154 -2.113  0.28
H 0.520 -2.298 -0.755  0.23
H 1.586 1.520 -4.279  0.26

Atoms 1-2, force components in eV/Å:
Pt -1.381 -0.762 1.352
Cl -0.073 1.213 0.684

As for the LUMO energy (spin up / spin down): 4.122 / 3.872 eV. The calculation puts the gap between HOMO and LUMO (spin up / spin down) at 4.50 / 4.24 eV. For the calculated total energy, the calculation gives -2851.972055 Eh. The HOMO energy (spin up / spin down) comes out at -0.374 / -0.369 eV. The charge is -2. As for the spin multiplicity: 5.

[3]
# C17H21ClInN4O5S

C17H21ClInN4O5S as an isolated structure (ωB97M-V with the def2-TZVPD basis set, the OMol25 dataset).

Last column: Mulliken charge in e.
Geometry (Å):
In -1.744 -0.346 -0.627  1.36
Cl 3.765 -0.259 5.972  -0.19
S -1.696 -2.110 -2.537  -0.39
O 0.920 2.456 -2.602  -0.47
O 0.167 0.592 -1.819  -0.36
O -3.008 2.622 0.639  -0.81
O -0.011 -1.288 0.588  -1.14
O -0.540 0.824 1.014  -0.84
N -2.299 1.587 -1.726  -0.40
N -1.318 2.183 -2.609  -0.26
N -2.750 2.625 2.897  -0.43
N 0.903 -2.190 -1.909  0.28
C 0.342 -2.774 -4.225  -0.97
C -0.042 -2.384 -2.930  0.84
C -0.099 1.682 -2.288  0.63
C 2.405 0.937 4.039  -1.02
C 1.427 -1.521 2.978  -0.36
C -2.992 2.010 1.697  0.81
C -3.339 0.559 1.836  -0.68
C 1.595 0.938 2.913  -0.29
C 2.267 -1.509 4.054  -0.71
C -3.597 -0.286 0.581  -1.24
C 0.107 -0.190 1.280  0.89
C 2.662 -2.889 -3.441  -0.90
C 2.217 -2.454 -2.175  0.02
C 2.281 1.881 -2.196  -0.40
C 1.109 -0.273 2.400  0.46
C 2.728 -0.294 4.582  0.46
C 1.675 -3.011 -4.428  -0.13
H -0.466 -2.676 -4.888  0.47
H 2.794 1.744 4.555  0.53
H -4.375 0.089 -0.118  0.34
H 1.319 1.860 2.391  0.42
H 1.999 -3.195 -5.418  0.42
H 2.863 2.816 -2.081  0.25
H -3.978 -1.262 0.858  0.41
H -2.575 2.135 3.734  0.21
H 0.626 -1.846 -0.956  0.03
H -1.322 3.166 -2.788  0.30
H 2.645 -2.399 4.558  0.40
H -2.327 3.550 2.824  0.28
H -2.418 2.128 -0.831  0.39
H 3.698 -3.180 -3.574  0.45
H -3.194 1.588 -2.199  0.28
H -2.633 0.147 2.532  0.31
H -4.316 0.653 2.420  0.52
H 2.139 1.258 -1.338  0.13
H 2.785 -2.438 -1.241  0.45
H 2.602 1.254 -3.047  0.26
H 1.003 -2.512 2.650  0.37

Atoms 1-2, force components in eV/Å:
In -0.161 -0.986 0.097
Cl -0.059 -0.335 -0.033

As for the LUMO energy: -3.104 eV. The calculation puts the gap between HOMO and LUMO at 8.44 eV. For the calculated total energy, the calculation gives -2304.013572 Eh. The HOMO energy comes out at -11.545 eV. The charge is +1.

[4]
# C17H21ClIrNO5SSe2

C17H21ClIrNO5SSe2 as an isolated structure (ωB97M-V with the def2-TZVPD basis set, the OMol25 dataset).

Last column: Mulliken charge in e.
Geometry (Å):
Ir 0.029 -0.345 0.179  0.82
Se 0.583 1.536 -1.175  -0.10
Se -2.223 -0.255 0.047  -0.11
Cl -0.533 -2.979 5.216  -0.21
S 2.656 -0.818 0.799  1.55
O -3.452 4.158 -1.353  -0.52
O 1.874 -1.175 -0.438  -0.70
O 1.670 0.049 1.505  -0.67
O 3.150 -1.946 1.527  -0.68
O -1.597 -0.050 -3.059  -0.35
N -0.148 -2.142 1.385  -0.11
C -2.945 1.401 -0.700  -1.57
C -2.455 1.065 -3.183  -1.22
C 6.307 0.408 -0.281  -0.77
C 7.285 2.642 -0.912  -1.37
C 4.875 2.332 -0.268  -1.02
C 6.135 1.774 -0.486  0.95
C -0.289 -3.166 3.517  0.15
C -0.045 -4.410 2.966  -0.22
C -0.978 2.595 -1.736  -1.45
C -3.284 3.185 -2.367  -1.40
C 4.011 0.191 0.333  0.31
C 0.143 -4.491 1.596  -0.70
C 5.253 -0.389 0.132  -0.59
C 0.086 -3.338 0.838  -0.19
C 3.809 1.553 0.141  -0.57
C -2.358 1.997 -1.981  2.23
C -0.334 -2.049 2.701  -0.27
H -3.502 0.740 -3.279  0.38
H -0.001 -5.287 3.596  0.44
H -4.258 2.794 -2.686  0.48
H -2.839 3.709 -3.215  0.47
H 0.247 -3.345 -0.231  0.44
H -0.626 3.050 -2.665  0.43
H -2.211 1.650 -4.081  0.42
H 2.831 1.987 0.301  0.70
H 0.341 -5.438 1.116  0.41
H 7.281 -0.036 -0.445  0.32
H 6.987 3.317 -1.715  0.36
H 4.725 3.393 -0.424  0.38
H -4.099 3.841 -0.716  0.34
H -1.643 -0.558 -3.874  0.26
H -2.848 2.132 0.103  0.48
H -0.507 -1.060 3.103  0.42
H 5.389 -1.449 0.304  0.43
H -1.113 3.403 -1.017  0.51
H 8.126 2.045 -1.260  0.36
H -4.009 1.187 -0.833  0.46
H 7.632 3.258 -0.080  0.30

Atoms 1-2, force components in eV/Å:
Ir -0.172 -0.394 0.783
Se -0.165 0.605 -0.490

As for the LUMO energy (spin up / spin down): -0.635 / -0.632 eV. The calculation puts the gap between HOMO and LUMO (spin up / spin down) at 6.12 / 6.12 eV. For the calculated total energy, the calculation gives -6856.919729 Eh. The HOMO energy (spin up / spin down) comes out at -6.754 / -6.750 eV.

Number 1: F_max 1.76 eV Å⁻¹. Number 2: F_max 9.72 eV Å⁻¹. Number 3: F_max 2.94 eV Å⁻¹. Number 4: F_max 0.89 eV Å⁻¹.